DFT (ωB97M-V with the def2-TZVPD basis set) results for a molecular structure, C4H6N2O2.

Element x y z (Å)
C  1.02  -0.37  0.93
C  -0.49  -0.46  0.79
C  -1.02  -1.07  -0.53
C  -1.26  0.77  0.29
H  0.61  1.41  -0.86
H  2.29  1.42  -1.29
H  1.47  -0.83  1.80
H  -0.94  -0.84  1.71
H  -1.52  -2.05  -0.56
H  -0.28  -1.05  -1.37
N  1.50  0.91  -0.93
N  1.86  0.17  0.13
O  -1.90  0.08  -0.73
O  -1.33  1.91  0.63

Values from the calculation:
- energy (a.u.) = -415.9490
- energy above the lowest of the compared OMol25 structures with the same formula, charge and spin (kJ/mol) = 240.5
- maximum force (eV/Å) = 1.18

Computed natural (NBO) charges, given in elementary charges:
1. C -0.007
2. C -0.433
3. C -0.072
4. C 0.787
5. H 0.360
6. H 0.384
7. H 0.195
8. H 0.258
9. H 0.201
10. H 0.203
11. N -0.643
12. N -0.201
13. O -0.496
14. O -0.535

DFT (ωB97M-V with the def2-TZVPD basis set) results for a single C4H6N2O2 molecule.

Element x y z (Å)
N  -0.77  -0.92  1.75
C  -0.53  -0.75  0.30
C  0.27  0.51  0.06
C  1.64  0.65  0.45
C  1.88  1.96  0.27
O  3.07  2.54  0.43
O  0.80  2.62  -0.22
N  -0.25  1.65  -0.32
H  -1.35  -1.73  1.94
H  -1.14  -0.11  2.19
H  -1.52  -0.74  -0.20
H  0.02  -1.60  -0.14
H  2.33  -0.15  0.79
H  2.95  3.47  0.10

Values from the calculation:
- SMILES string = NCc1cc(O)on1
- energy (a.u.) = -415.9514
- energy above the lowest of the compared OMol25 structures with the same formula, charge and spin (kJ/mol) = 234.2
- maximum force (eV/Å) = 2.28

Computed natural (NBO) charges, given in elementary charges:
1. N -0.842
2. C -0.247
3. C 0.167
4. C -0.442
5. C 0.603
6. O -0.636
7. O -0.335
8. N -0.141
9. H 0.364
10. H 0.367
11. H 0.192
12. H 0.206
13. H 0.248
14. H 0.495

DFT (ωB97M-V with the def2-TZVPD basis set) results for a single C4H6N2O2 molecule.

Element x y z (Å)
O  -1.27  -0.69  -2.58
C  -0.85  -0.30  -1.55
C  -1.30  -0.51  -0.03
N  -0.45  0.69  0.30
C  0.43  0.79  1.41
N  1.42  -0.07  1.62
O  1.33  -1.17  0.78
C  0.10  0.73  -1.06
H  -2.33  -0.23  0.15
H  -0.84  -1.33  0.56
H  0.33  1.62  2.07
H  2.24  -1.58  0.99
H  0.11  1.69  -1.63
H  1.07  0.35  -1.04

Values from the calculation:
- SMILES string = O=C1CN(/C=N\O)C1
- energy (a.u.) = -415.8764
- energy above the lowest of the compared OMol25 structures with the same formula, charge and spin (kJ/mol) = 431.1
- maximum force (eV/Å) = 3.95

Computed natural (NBO) charges, given in elementary charges:
1. O -0.490
2. C 0.611
3. C -0.339
4. N -0.500
5. C 0.187
6. N -0.140
7. O -0.582
8. C -0.330
9. H 0.218
10. H 0.235
11. H 0.197
12. H 0.495
13. H 0.216
14. H 0.222

DFT (ωB97M-V with the def2-TZVPD basis set) results for a single C4H6N2O2 molecule.

Element x y z (Å)
C  -0.61  -0.09  -1.53
N  -1.54  0.34  -0.93
O  -1.75  0.14  0.42
C  -0.89  0.66  1.41
O  0.12  -0.14  1.70
N  1.29  0.36  1.12
C  1.44  0.02  -0.13
C  0.59  -0.85  -0.99
H  -0.64  -0.08  -2.65
H  -1.48  0.58  2.38
H  -0.70  1.71  1.41
H  2.54  0.17  -0.37
H  1.29  -1.49  -1.68
H  0.31  -1.34  -0.16

Values from the calculation:
- SMILES string = C1=N\OCO/N=C\C/1
- energy (a.u.) = -415.7900
- energy above the lowest of the compared OMol25 structures with the same formula, charge and spin (kJ/mol) = 657.9
- maximum force (eV/Å) = 8.19

Computed natural (NBO) charges, given in elementary charges:
1. C 0.093
2. N -0.114
3. O -0.400
4. C 0.175
5. O -0.398
6. N -0.138
7. C 0.092
8. C -0.577
9. H 0.196
10. H 0.181
11. H 0.179
12. H 0.205
13. H 0.249
14. H 0.258

DFT (ωB97M-V with the def2-TZVPD basis set) results for a molecular structure, C4H6N2O2.

Element x y z (Å)
C  0.25  1.43  -0.09
C  -2.10  -0.17  0.09
C  1.43  -0.13  0.77
C  -0.37  0.31  -0.80
N  1.15  1.20  0.80
N  0.57  -0.79  -0.39
O  -1.88  -1.26  0.63
O  -2.94  0.67  -0.12
H  -0.26  2.34  -0.28
H  2.53  -0.34  0.61
H  0.95  -0.81  1.63
H  -0.61  0.38  -1.87
H  1.26  -1.28  -1.03
H  0.00  -1.55  0.04

Values from the calculation:
- energy (a.u.) = -415.9442
- energy above the lowest of the compared OMol25 structures with the same formula, charge and spin (kJ/mol) = 253.1
- maximum force (eV/Å) = 4.34

Computed natural (NBO) charges, given in elementary charges:
1. C 0.121
2. C 0.917
3. C -0.050
4. C -0.359
5. N -0.465
6. N -0.578
7. O -0.699
8. O -0.616
9. H 0.208
10. H 0.203
11. H 0.208
12. H 0.237
13. H 0.417
14. H 0.455

DFT (ωB97M-V with the def2-TZVPD basis set) results for a single C4H6N2O2 molecule.

Element x y z (Å)
N  -1.96  -1.40  0.07
C  -0.81  -0.62  -0.30
C  0.43  -1.09  0.02
C  1.35  -0.13  -0.02
O  2.69  -0.26  0.14
C  0.72  1.03  -0.06
N  -0.66  0.63  -0.30
O  -1.45  1.63  0.29
H  -1.76  -2.39  0.28
H  -2.59  -0.93  0.80
H  0.82  -2.07  -0.26
H  2.95  0.63  0.26
H  0.95  2.07  -0.21
H  -2.10  1.98  -0.49

Values from the calculation:
- SMILES string = Nc1cc(O)cn1O
- energy (a.u.) = -415.8478
- energy above the lowest of the compared OMol25 structures with the same formula, charge and spin (kJ/mol) = 506.4
- maximum force (eV/Å) = 8.44

Computed natural (NBO) charges, given in elementary charges:
1. N -0.845
2. C 0.317
3. C -0.400
4. C 0.257
5. O -0.647
6. C -0.240
7. N -0.055
8. O -0.538
9. H 0.396
10. H 0.389
11. H 0.206
12. H 0.473
13. H 0.214
14. H 0.473

DFT (ωB97M-V with the def2-TZVPD basis set) results for 2 unconnected molecules or ions with the total composition C4H6N2O2.

Element x y z (Å)
C  -0.03  -1.99  -0.73
C  -0.07  -0.60  0.03
C  1.13  0.24  0.29
C  -1.05  0.31  0.11
H  0.29  -2.60  -0.06
H  0.37  -2.21  -1.72
H  -1.07  -2.61  -1.08
H  1.91  -1.63  1.45
H  -1.20  2.27  0.59
H  -2.53  -0.72  -0.49
N  0.80  1.56  0.15
N  -0.52  1.59  0.04
O  2.49  -0.38  0.22
O  -2.43  0.10  0.00

Values from the calculation:
- energy (a.u.) = -415.7164
- energy above the lowest of the compared OMol25 structures with the same formula, charge and spin (kJ/mol) = 851.1
- maximum force (eV/Å) = 6.23

Computed natural (NBO) charges, given in elementary charges:
1. C -0.613
2. C -0.270
3. C 0.417
4. C 0.445
5. H 0.194
6. H 0.243
7. H 0.197
8. H 0.383
9. H 0.410
10. H 0.491
11. N -0.301
12. N -0.371
13. O -0.550
14. O -0.677

DFT (ωB97M-V with the def2-TZVPD basis set) results for a molecular structure, C4H6N2O2S2.

Element x y z (Å)
C  -1.37  0.65  1.49
C  -1.77  0.43  0.14
C  -0.43  -1.33  1.44
C  1.58  0.37  -0.41
N  -0.65  -0.27  2.14
N  -2.17  1.27  -0.70
O  -2.78  -2.05  0.40
O  -0.96  -1.74  -1.38
S  1.47  -1.33  0.12
S  -1.55  -1.40  -0.08
H  -1.75  1.55  1.98
H  -0.06  -2.24  2.08
H  1.93  1.05  0.39
H  0.59  0.57  -0.84
H  2.43  0.36  -1.12
H  -2.66  1.06  -1.54

Values from the calculation:
- energy (a.u.) = -1212.2231
- energy above the lowest of the compared OMol25 structures with the same formula, charge and spin (kJ/mol) = 426.3
- maximum force (eV/Å) = 7.74

Computed natural (NBO) charges, given in elementary charges:
1. C 0.053
2. C -0.027
3. C -0.262
4. C -0.785
5. N -0.390
6. N -0.538
7. O -0.905
8. O -0.867
9. S 0.127
10. S 2.006
11. H 0.224
12. H 0.272
13. H 0.228
14. H 0.224
15. H 0.256
16. H 0.384

DFT (ωB97M-V with the def2-TZVPD basis set) results for 2 unconnected molecules or ions with the total composition C4H6N2O3.

Element x y z (Å)
C  -1.58  -2.25  -0.54
C  -1.97  -0.94  -0.55
N  -1.25  0.21  0.01
O  -2.13  1.27  0.04
C  -0.06  0.31  0.58
O  0.54  1.35  0.94
H  -2.21  -2.97  -0.88
H  -0.65  -2.69  -0.18
H  -2.68  -0.65  -1.23
H  -1.66  2.06  0.15
H  0.51  -0.57  0.74
N  3.12  1.53  0.94
C  3.69  1.12  -0.03
O  4.22  0.53  -0.88
H  2.12  1.70  0.91

Values from the calculation:
- SMILES string = C=CN(O)C=O.N=C=O
- energy (a.u.) = -491.1487
- energy above the lowest of the compared OMol25 structures with the same formula, charge and spin (kJ/mol) = 399.7
- maximum force (eV/Å) = 4.86

Computed natural (NBO) charges, given in elementary charges:
1. C -0.400
2. C -0.019
3. N -0.136
4. O -0.525
5. C 0.501
6. O -0.660
7. H 0.207
8. H 0.208
9. H 0.223
10. H 0.491
11. H 0.155
12. N -0.782
13. C 0.837
14. O -0.539
15. H 0.439

DFT (ωB97M-V with the def2-TZVPD basis set) results for 2 unconnected molecules or ions with the total composition C4H6N2O3.

Element x y z (Å)
O  1.13  1.90  -0.57
N  0.42  1.31  0.19
O  0.08  2.03  1.43
C  -0.12  0.13  0.05
C  -0.63  -0.77  -0.94
C  -1.30  -0.70  0.43
H  0.96  2.28  1.78
H  -0.14  -1.68  -1.23
H  -1.24  -0.46  -1.72
H  -2.26  -0.19  0.56
H  -1.24  -1.49  1.01
N  2.98  -0.28  -0.96
C  2.60  -0.39  0.17
O  2.33  -0.76  1.25
H  2.68  0.21  -1.90

Values from the calculation:
- SMILES string = [O-][N+](O)=C1CC1.N=C=O
- energy (a.u.) = -491.0487
- energy above the lowest of the compared OMol25 structures with the same formula, charge and spin (kJ/mol) = 662.2
- maximum force (eV/Å) = 4.65

Computed natural (NBO) charges, given in elementary charges:
1. O -0.463
2. N 0.376
3. O -0.566
4. C 0.106
5. C -0.424
6. C -0.389
7. H 0.477
8. H 0.229
9. H 0.222
10. H 0.221
11. H 0.214
12. N -0.773
13. C 0.843
14. O -0.541
15. H 0.468